(1)
ORCA calculation (the ωB97M-V functional and the def2-TZVPD basis) on a molecular structure, C35H29CrF5GeO2S4.

HOMO-LUMO gap (alpha / beta) (eV): 6.874 / 6.180
Total energy (hartree): -6714.784791
LUMO energy (alpha / beta) (eV): -3.19 / -4.15
Multiplicity: 6
Strongest force on any atom (eV Å⁻¹): 0.38
Net charge: +1
Energy above the lowest of the compared OMol25 structures with the same formula, charge and spin (kJ/mol): 22.7
Expectation value of S²: 8.772

Last column: Mulliken charge in e.
Positions of all 77 atoms, in Å:
Cr: -0.527 -0.392 0.207  0.447
F: -0.666 3.928 5.408  -0.309
C: -0.892 2.836 4.682  0.535
C: -0.798 2.883 3.305  -0.230
F: -0.478 4.023 2.689  -0.298
C: -1.039 1.738 2.572  -0.172
F: -0.924 1.848 1.221  0.599
C: -1.375 0.519 3.139  0.511
S: -1.708 -0.938 2.212  -0.708
C: -1.455 0.510 4.529  0.139
F: -1.763 -0.622 5.165  -0.352
C: -1.222 1.639 5.293  0.173
F: -1.310 1.579 6.621  -0.296
O: 0.503 -1.614 -1.129  -0.287
S: 0.586 -2.900 -1.925  0.030
C: 1.862 -3.863 -1.052  -0.967
C: 1.879 -3.599 0.451  -0.624
C: 2.900 -2.553 0.904  -0.306
C: 2.634 -2.140 2.352  -1.202
S: 1.759 -0.536 2.488  0.315
O: 1.267 -0.268 1.063  0.410
C: 3.140 0.569 2.623  0.490
C: 3.626 0.830 3.897  -0.476
C: 4.718 1.674 4.036  -0.647
C: 5.292 2.255 2.912  -0.506
C: 4.777 2.001 1.646  -0.748
C: 3.692 1.150 1.491  -0.059
C: -0.853 -3.869 -1.523  1.081
C: -1.357 -4.679 -2.532  -0.638
C: -2.474 -5.463 -2.278  -0.579
C: -3.082 -5.420 -1.031  -0.531
C: -2.578 -4.595 -0.031  -0.946
C: -1.460 -3.813 -0.274  0.157
H: 2.810 -3.614 -1.532  0.484
H: 1.631 -4.902 -1.289  0.517
H: 2.087 -4.540 0.966  0.573
H: 0.887 -3.293 0.783  -0.071
H: 2.852 -1.679 0.253  0.014
H: 3.909 -2.961 0.820  0.518
H: 3.536 -2.027 2.952  0.607
H: 1.983 -2.858 2.854  0.578
H: 3.152 0.392 4.770  0.446
H: 5.111 1.891 5.021  0.431
H: 6.138 2.921 3.024  0.408
H: 5.220 2.473 0.778  0.446
H: 3.254 0.959 0.520  0.250
H: -0.889 -4.691 -3.511  0.440
H: -2.874 -6.098 -3.058  0.425
H: -3.958 -6.026 -0.838  0.423
H: -3.058 -4.551 0.940  0.465
H: -1.081 -3.166 0.507  -0.208
Ge: -2.394 1.970 -1.480  0.300
C: -3.280 2.153 -3.183  0.147
C: -4.669 2.086 -3.294  -0.319
C: -5.279 2.212 -4.533  -0.658
C: -4.505 2.408 -5.671  -0.455
C: -3.123 2.478 -5.570  -0.714
C: -2.511 2.351 -4.330  -0.136
C: -0.504 2.390 -1.560  0.294
C: 0.403 1.458 -2.066  0.051
C: 1.760 1.754 -2.133  -0.877
C: 2.223 2.986 -1.695  -0.411
C: 1.326 3.926 -1.196  -0.813
C: -0.029 3.630 -1.133  -0.875
H: -3.132 2.576 -0.289  0.075
H: -5.286 1.944 -2.412  0.381
H: -6.358 2.165 -4.613  0.406
H: -4.984 2.510 -6.637  0.387
H: -2.520 2.637 -6.455  0.405
H: -1.431 2.417 -4.259  0.342
H: 0.063 0.502 -2.450  0.688
H: 2.451 1.027 -2.548  0.431
H: 3.278 3.222 -1.751  0.491
H: 1.683 4.889 -0.855  0.422
H: -0.709 4.373 -0.730  0.466
S: -3.495 -1.020 -1.273  -0.015
C: -2.364 0.003 -0.971  0.236

---

(2)
ORCA calculation (the ωB97M-V functional and the def2-TZVPD basis) on a molecular structure, C35H29MgNO4SSb2.

HOMO-LUMO gap (alpha / beta) (eV): 5.541 / 6.740
Total energy (hartree): -2785.623113
LUMO energy (alpha / beta) (eV): 2.16 / 1.54
Multiplicity: 2
Strongest force on any atom (eV Å⁻¹): 0.56
Net charge: -1
Energy above the lowest of the compared OMol25 structures with the same formula, charge and spin (kJ/mol): 131.8
Expectation value of S²: 0.757

Last column: Mulliken charge in e.
Positions of all 73 atoms, in Å:
Mg: 1.064 0.166 -0.016  0.405
O: 5.539 5.463 -0.057  -0.720
C: 5.886 4.270 -0.048  0.450
O: 7.001 3.736 -0.195  -0.726
C: 4.729 3.263 0.171  0.226
C: 4.995 1.918 0.445  -0.963
C: 3.948 1.050 0.598  -0.065
N: 2.654 1.429 0.496  -0.433
C: 2.386 2.741 0.253  1.665
C: 3.412 3.669 0.091  -0.774
C: -0.182 2.419 0.349  -0.225
O: -1.127 3.405 0.180  -0.389
O: -0.505 1.204 0.572  -0.898
H: 6.023 1.588 0.501  0.504
H: 4.111 -0.002 0.802  0.596
H: 3.200 4.716 -0.086  0.474
C: 0.661 -2.748 1.620  -1.596
C: -0.822 -2.867 1.961  -0.122
C: -1.706 -1.675 1.577  -1.055
Sb: -3.063 -1.509 -0.142  0.783
C: -1.995 -1.682 -2.009  -0.173
C: -1.897 -2.857 -2.751  0.093
C: -1.225 -2.874 -3.966  -0.653
C: -0.636 -1.718 -4.457  -0.459
C: -0.765 -0.530 -3.749  -0.681
C: -1.456 -0.510 -2.545  -0.509
C: -3.806 -3.527 -0.043  -0.013
C: -5.160 -3.721 0.229  -0.621
C: -5.697 -4.999 0.333  -0.576
C: -4.882 -6.108 0.161  -0.422
C: -3.532 -5.935 -0.115  -0.953
C: -3.001 -4.656 -0.212  0.112
Sb: 1.068 -2.594 -0.505  0.446
C: 3.213 -2.435 -0.506  0.493
C: 3.827 -1.588 -1.431  -0.474
C: 5.204 -1.422 -1.453  -0.493
C: 5.992 -2.100 -0.531  -0.527
C: 5.399 -2.960 0.383  -0.647
C: 4.021 -3.138 0.385  -0.309
C: 1.221 -4.857 -0.681  0.497
C: 1.653 -5.334 -1.919  -0.512
C: 1.645 -6.691 -2.212  -0.554
C: 1.185 -7.602 -1.268  -0.522
C: 0.744 -7.145 -0.036  -0.645
C: 0.761 -5.782 0.252  -0.244
H: 1.199 -3.615 2.009  0.737
H: 1.094 -1.870 2.107  0.753
H: -0.891 -2.977 3.050  0.569
H: -1.233 -3.794 1.556  -0.074
H: -1.166 -0.724 1.631  0.125
H: -2.508 -1.598 2.317  0.503
H: -2.333 -3.777 -2.383  0.527
H: -1.148 -3.802 -4.521  0.403
H: -0.092 -1.738 -5.393  0.384
H: -0.334 0.386 -4.136  0.417
H: -1.558 0.426 -2.009  0.525
H: -5.810 -2.862 0.363  0.358
H: -6.751 -5.127 0.544  0.366
H: -5.297 -7.105 0.239  0.381
H: -2.885 -6.791 -0.256  0.469
H: -1.947 -4.550 -0.444  0.541
H: 3.217 -1.030 -2.138  0.277
H: 5.659 -0.741 -2.160  0.418
H: 7.064 -1.949 -0.523  0.384
H: 6.014 -3.493 1.099  0.394
H: 3.570 -3.825 1.094  0.308
H: 2.011 -4.631 -2.668  0.367
H: 1.996 -7.040 -3.176  0.392
H: 1.173 -8.662 -1.494  0.368
H: 0.387 -7.850 0.707  0.417
H: 0.411 -5.455 1.226  0.101
S: 0.088 4.595 -0.104  -0.064
C: 0.995 3.100 0.174  -0.136